(1)
Formula: C5H9N3
Source: the Open Molecules 2025 dataset
Level of theory: ωB97M-V/def2-TZVPD

Values from the calculation:
<S²>	0.750
Kohn-Sham gap (alpha / beta)	3.0 / 9.0	eV
energy relative to the best compared isomer or geometry (same formula, charge and spin)	13.0	kcal per mole
E_HOMO (alpha / beta)	1.2 / -5.0	eV
2S+1	2
total charge	-1

Positions of all 17 atoms, in Å:
C1 0.2797 0.5908 1.6684
C2 -0.6879 0.9758 0.5440
C3 -0.8286 -0.0398 -0.5385
C4 -1.7423 -0.9773 -0.9841
N1 -1.0573 -1.7791 -1.8564
C5 0.1427 -1.2606 -2.1263
N2 0.2381 -0.1319 -1.3867
N3 1.6872 0.4936 1.0616
H1 0.0780 -0.3766 2.2049
H2 0.2930 1.3294 2.4488
H3 -1.5867 1.2245 1.0775
H4 -0.3133 1.9203 0.1102
H5 -2.7838 -1.2250 -0.8859
H6 0.8866 -1.7233 -2.7699
H7 1.0912 0.4848 -1.3765
H8 2.3208 0.9891 1.6776
H9 1.9827 -0.4947 1.1312

***

(2)
Formula: C36H40BNP2Ti
Source: the Open Molecules 2025 dataset
Level of theory: ωB97M-V/def2-TZVPD

Values from the calculation:
Kohn-Sham gap (alpha / beta)	3.9 / 4.1	eV
E_HOMO (alpha / beta)	-13.1 / -13.2	eV
2S+1	1
total charge	+2

Positions of all 81 atoms, in Å:
Ti1 -3.0192 3.3339 -0.1770
C1 -3.9838 5.0471 -0.7353
C2 -3.1910 5.2380 0.4316
C3 -3.6176 5.0085 1.8564
C4 -4.6745 3.8859 2.0709
C5 -4.3682 2.6441 1.2716
C6 -4.8429 2.3570 -0.0313
C7 -5.8458 3.2406 -0.7230
C8 -5.4616 4.7469 -0.7910
C9 -0.6366 -1.4831 1.1983
H1 -3.5584 5.4725 -1.6506
H2 -2.2928 5.8457 0.3225
H3 -4.0474 5.9495 2.2274
H4 -2.7751 4.8205 2.5502
H5 -4.6493 3.6212 3.1484
H6 -5.6942 4.2773 1.8968
H7 -4.0212 1.7935 1.8450
H8 -4.7826 1.3235 -0.3942
H9 -6.8381 3.1753 -0.2379
H10 -6.0287 2.8583 -1.7417
H11 -5.8166 5.1357 -1.7585
H12 -6.0349 5.3113 -0.0375
H13 -0.8051 -1.3552 0.1311
H14 -0.3649 -2.5171 1.4456
H15 0.1638 -0.8118 1.5197
P1 -0.6590 2.5578 0.9158
P2 -2.1246 -1.0514 2.0525
C10 -1.0931 1.6856 2.3662
C11 -2.0197 0.6632 2.5330
C12 0.8178 3.5092 1.3629
C13 0.6432 4.6990 2.1047
C14 1.7148 5.5721 2.2686
C15 2.9742 5.2559 1.7433
C16 3.1791 4.0311 1.0859
C17 2.1137 3.1447 0.9239
C18 -1.9670 3.2437 -2.0968
C19 -2.7927 2.5745 -2.9859
C20 -2.7551 2.9956 -4.3187
C21 -1.7442 3.8644 -4.7457
C22 -0.8074 4.3602 -3.8383
C23 -0.9161 4.0591 -2.4698
C24 -2.1500 -1.9417 3.6200
C25 -1.1632 -1.5410 4.5341
C26 -1.0939 -2.1417 5.7850
C27 -2.0171 -3.1373 6.1210
C28 -3.0067 -3.5315 5.2113
C29 -3.0723 -2.9454 3.9442
C30 -3.6340 -1.4046 1.1177
C31 -3.5630 -1.7808 -0.2366
C32 -4.7225 -2.0442 -0.9613
C33 -5.9815 -1.9030 -0.3662
C34 -6.0646 -1.4962 0.9697
C35 -4.9050 -1.2370 1.7035
H16 -0.8034 2.2541 3.2643
H17 -2.7916 0.8739 3.2895
H18 -0.3246 4.9198 2.5481
H19 1.5731 6.5085 2.8088
H20 3.8064 5.9624 1.8400
H21 4.1711 3.7742 0.7017
H22 2.2777 2.1713 0.4664
H23 -3.3988 1.7230 -2.6544
H24 -3.4979 2.6028 -5.0057
H25 -1.6608 4.1056 -5.8033
H26 0.0112 4.9878 -4.1776
H27 -0.2222 4.4136 -1.7039
H28 -0.4699 -0.7426 4.2662
H29 -0.3226 -1.8258 6.4878
H30 -1.9658 -3.6101 7.1025
H31 -3.7301 -4.3014 5.4829
H32 -3.8312 -3.2487 3.2217
H33 -2.5976 -1.8681 -0.7379
H34 -4.6405 -2.3635 -1.9990
H35 -6.8886 -2.1093 -0.9337
H36 -7.0380 -1.3682 1.4462
H37 -4.9880 -0.9105 2.7447
B1 1.4574 0.2953 -1.7910
C36 -0.0305 0.5880 -1.5020
N1 -1.1449 0.8136 -1.2031
H38 1.8289 0.9092 -2.7727
H39 1.6116 -0.9113 -1.9785
H40 2.0519 0.6387 -0.7770

***

(3)
Formula: C4H15NO2S
Source: the Open Molecules 2025 dataset
Level of theory: ωB97M-V/def2-TZVPD

Values from the calculation:
<S²>	0.751
Kohn-Sham gap (alpha / beta)	2.5 / 8.7	eV
energy relative to the best compared isomer or geometry (same formula, charge and spin)	7.6	kcal per mole
E_HOMO (alpha / beta)	0.8 / -5.5	eV
2S+1	2
total charge	-1

Positions of all 23 atoms, in Å:
C1 1.1452 1.3764 -0.0139
N1 0.3390 0.2040 -0.4229
C2 1.0562 -1.0491 -0.1362
C3 0.1341 -2.2627 -0.3562
S1 0.5141 -3.6018 0.8288
C4 0.2619 2.5860 -0.0447
H1 1.9593 1.5406 -0.7366
H2 1.5416 1.0826 0.9473
H3 0.2494 0.2016 -1.4359
H4 1.9161 -1.1531 -0.7909
H5 1.4075 -1.1003 0.8794
H6 0.2523 -2.7645 -1.3142
H7 -0.9016 -1.9348 -0.2652
H8 -0.4982 -3.3844 1.7063
H9 -0.2016 2.5876 -1.0395
H10 0.8191 3.5282 -0.0109
H11 -0.5109 2.5903 0.7213
H12 -2.7038 1.1435 -1.7946
H13 -3.3868 -0.1934 -2.1277
O1 -3.0609 0.6247 -2.5214
H14 -0.0515 -0.6521 3.0872
H15 -0.2854 0.3387 1.9603
O2 0.0048 0.2921 2.8803